# 1
Below is a molecular structure, C13H18Cl2N2O3S in a non-equilibrium geometry, with properties calculated with wB97M-V/def2-TZVPD.

Output
LUMO	-0.0217	Eh
charge	0
ΔE to the lowest compared entry with this formula, charge and spin	15.485	eV
HOMO level	-8.973	eV

Positions of all 39 atoms, in Å:
C -2.10 -3.25 0.69
C -1.73 -1.81 1.01
C -0.89 -1.26 -0.01
H -1.21 -1.26 -1.06
C -0.28 0.20 0.16
O 0.76 0.34 1.09
N -0.98 1.13 0.01
H -1.90 0.67 -0.84
C -1.15 2.42 0.01
C -0.54 2.96 1.40
H -0.60 3.84 1.64
H 0.44 2.35 1.51
H -1.10 2.58 2.04
C -2.64 2.97 0.09
H -3.07 2.70 -1.06
H -2.51 4.09 0.22
H -3.08 2.68 0.76
C -0.26 3.16 -1.06
C 0.93 2.64 -1.23
H 1.60 3.14 -1.95
H 1.67 2.81 -0.42
H 1.22 1.49 -1.22
H -0.93 2.85 -1.91
H -0.28 4.20 -0.80
O 0.29 -2.28 -0.20
C 1.32 -1.60 -0.95
O 1.31 -0.63 -1.84
C 2.53 -2.48 -0.78
N 3.62 -2.40 -1.78
S 4.87 -3.17 -1.51
C 4.26 -3.74 0.07
C 3.10 -3.18 0.18
Cl 2.24 -3.30 1.81
Cl 5.37 -4.56 1.02
H -2.42 -1.25 1.13
H -1.21 -2.05 2.10
H -2.75 -3.33 -0.45
H -2.63 -3.66 1.63
H -1.25 -4.00 0.50

# 2
Below is C4H5N3 in the gas phase in a non-equilibrium geometry, with properties calculated with wB97M-V/def2-TZVPD.

Output
LUMO	-0.0342	Eh
charge	0
ΔE to the lowest compared entry with this formula, charge and spin	7.907	eV
HOMO level	-9.536	eV

Positions of all 12 atoms, in Å:
C 1.45 0.27 -0.23
C 0.86 -0.98 -0.37
C 2.38 -0.71 0.22
C -2.27 0.10 -0.10
N 0.93 1.45 0.06
N -0.35 1.41 -0.02
N -0.90 0.31 0.20
H 2.72 -0.66 1.25
H 3.04 -1.24 -0.45
H -2.78 -0.28 0.78
H -2.74 1.02 -0.46
H -2.33 -0.67 -0.88

# 3
Below is 2 unconnected molecules or ions with the total composition CH8N3O in a non-equilibrium geometry, with properties calculated with wB97M-V/def2-TZVPD.

Output
LUMO	-0.3456	Eh
charge	+1
ΔE to the lowest compared entry with this formula, charge and spin	7.575	eV
HOMO level	-15.418	eV

Positions of all 13 atoms, in Å:
N -0.83 0.76 -0.12
C -0.62 -0.58 -0.45
N 0.82 -0.61 -0.98
N -0.67 -1.55 0.58
H -1.65 1.24 -0.49
H 0.37 1.56 0.84
H 1.12 0.36 -0.91
H 1.23 -1.10 -1.76
H -1.35 -0.89 -1.22
H -1.52 -1.41 1.13
H 0.18 -1.66 1.13
H 1.67 2.34 0.96
O 1.24 1.54 1.29

# 4
Below is C4H4N2O in the gas phase in a non-equilibrium geometry, with properties calculated with wB97M-V/def2-TZVPD.

Output
SMILES	O=C1N=CN2C[C@@H]12
LUMO	0.0143	Eh
charge	0
ΔE to the lowest compared entry with this formula, charge and spin	3.963	eV
HOMO level	-9.521	eV

Positions of all 11 atoms, in Å:
C 1.36 0.10 -0.21
C -0.35 -0.59 -1.16
C -0.82 -0.11 0.95
C 0.03 0.94 0.34
H -0.97 -1.09 -1.76
H -1.44 0.38 1.69
H -0.71 -1.30 1.08
H 0.38 2.06 0.46
N 0.88 -0.97 -1.01
N -0.86 0.41 -0.47
O 2.49 0.17 0.08

# 5
Below is 2 unconnected molecules or ions with the total composition C4H12 in a non-equilibrium geometry, with properties calculated with wB97M-V/def2-TZVPD.

Output
SMILES	CC.CC
LUMO	0.0404	Eh
charge	0
ΔE to the lowest compared entry with this formula, charge and spin	0.652	eV
HOMO level	-11.235	eV

Positions of all 16 atoms, in Å:
C -0.63 1.13 -1.22
C -1.94 1.84 -1.51
H -0.97 0.13 -0.87
H -0.04 0.97 -2.15
H 0.00 1.57 -0.40
H -2.44 1.59 -2.47
H -2.62 1.68 -0.67
H -1.72 2.92 -1.49
C 0.82 -0.96 0.99
C 1.79 -1.99 1.61
H 1.27 -0.64 0.09
H -0.17 -1.50 1.01
H 0.62 -0.07 1.72
H 1.87 -2.86 0.99
H 1.41 -2.31 2.66
H 2.75 -1.50 1.70

# 6
Below is 2 unconnected molecules or ions with the total composition C2H7ClNS in a non-equilibrium geometry, with properties calculated with wB97M-V/def2-TZVPD.

Output
LUMO	-0.2541	Eh
charge	+1
ΔE to the lowest compared entry with this formula, charge and spin	2.731	eV
HOMO level	-13.832	eV

Positions of all 12 atoms, in Å:
C 0.92 0.41 0.51
C -0.50 0.50 0.28
N 1.83 1.26 -0.09
S -2.01 -2.05 -0.03
Cl -1.10 1.42 -0.94
H 1.20 0.14 1.46
H 1.21 -0.64 0.18
H -1.27 -0.01 0.88
H 1.72 1.75 -0.94
H -2.99 -2.78 -0.45
H 2.70 1.31 0.29
H -1.70 -1.31 -1.16

# 7
Below is C5H9F2N in the gas phase in a non-equilibrium geometry, with properties calculated with wB97M-V/def2-TZVPD.

Output
SMILES	C[C@H]1[C@H](N)[C@H](F)[C@@H]1F
LUMO	0.0349	Eh
charge	0
ΔE to the lowest compared entry with this formula, charge and spin	1.582	eV
HOMO level	-9.239	eV

Positions of all 17 atoms, in Å:
C -1.11 1.69 -0.34
C -0.51 0.33 -0.40
C 0.92 -0.04 0.39
C 0.29 -1.44 0.51
C -1.11 -0.73 0.47
H -2.13 1.64 -0.69
H -0.55 2.51 -0.80
H -0.93 1.83 0.73
H -0.67 -0.24 -1.45
H 0.94 0.36 1.42
H 2.78 0.87 -0.20
H 2.15 -0.44 -1.21
H 0.69 -2.23 1.26
H -1.38 -0.42 1.44
N 2.24 -0.07 -0.17
F 0.36 -2.10 -0.79
F -1.98 -1.51 -0.18

# 8
Below is a molecular structure, C5H11BrN3O3 in a non-equilibrium geometry, with properties calculated with wB97M-V/def2-TZVPD.

Output
LUMO	-0.1739	Eh
charge	+1
ΔE to the lowest compared entry with this formula, charge and spin	0.000	eV
HOMO level	-13.461	eV

Positions of all 23 atoms, in Å:
C -0.23 -0.65 0.59
C -2.45 -0.41 1.32
C -2.02 -1.48 -0.82
C 4.13 2.25 0.05
C 0.85 -1.09 -0.37
N 2.23 0.76 0.76
N -1.53 -0.83 0.31
N 2.09 0.29 -0.40
O 0.07 -0.10 1.77
O 2.49 0.49 -1.54
O 3.03 1.86 0.89
Br 1.74 -2.61 0.20
H -1.72 -0.59 2.18
H -2.70 0.69 1.23
H -3.33 -1.05 1.31
H -1.95 -2.61 -0.78
H -3.03 -1.29 -1.13
H -1.36 -1.36 -1.67
H 4.03 3.36 -0.02
H 4.00 1.89 -0.92
H 5.02 1.95 0.57
H 0.56 -1.27 -1.38
H 1.05 0.19 1.66

# 9
Below is a molecular structure, FNa3, with properties calculated with wB97M-V/def2-TZVPD.

Output
LUMO	-0.2551	Eh
charge	+2
ΔE to the lowest compared entry with this formula, charge and spin	1.796	eV
HOMO level	-13.900	eV

Positions of all 4 atoms, in Å:
Na -1.74 3.39 -1.71
Na 1.94 -0.27 3.16
Na -0.57 -3.41 -1.08
F 0.37 0.29 -0.37

# 10
Below is a molecular structure, C19H35AgN3O10 in a non-equilibrium geometry, with properties calculated with wB97M-V/def2-TZVPD.

Output
LUMO (spin up / spin down)	0.0850 / 0.0229	Eh
charge	-1
ΔE to the lowest compared entry with this formula, charge and spin	0.000	eV
multiplicity	3
HOMO level (spin up / spin down)	-4.452 / -4.293	eV

Positions of all 68 atoms, in Å:
Ag 0.49 -0.80 -0.60
C 0.27 -1.18 -3.36
O -0.60 -1.63 -2.63
O -0.10 -0.78 -4.45
O 1.28 -0.90 -2.79
C -3.61 0.59 0.69
C -2.74 0.43 -0.45
C -3.25 0.78 -1.90
O -2.65 0.43 -2.93
C -4.54 1.46 -1.96
C -5.30 1.66 -0.83
C -4.83 1.19 0.55
O -5.47 1.52 1.66
O -6.45 2.34 -0.98
O -1.59 -0.11 -0.34
H -3.21 0.23 1.63
H -4.97 1.78 -2.89
C -0.68 -1.39 2.71
C 0.15 -0.17 2.60
C 0.71 0.42 3.88
O 1.62 1.48 3.52
C 2.05 2.24 4.61
N 1.13 -0.38 1.55
H -1.10 -1.68 1.74
H -1.51 -1.29 3.40
H -0.06 -2.22 3.05
H -0.41 0.72 2.29
H 1.22 -0.34 4.47
H -0.12 0.79 4.49
H 2.62 1.69 5.36
H 1.26 2.74 5.16
H 2.72 3.03 4.29
H 1.69 0.46 1.60
H 1.78 -1.07 1.91
C 0.22 -5.33 -0.17
C 0.77 -3.89 0.17
C 2.11 -3.56 -0.65
O 2.42 -2.18 -0.31
C 3.68 -1.74 -0.82
N -0.30 -2.97 -0.19
H 0.97 -6.10 -0.01
H -0.02 -5.56 -1.21
H -0.64 -5.65 0.41
H 0.88 -3.76 1.25
H 2.00 -3.69 -1.72
H 2.95 -4.12 -0.26
H 3.75 -1.99 -1.88
H 4.41 -2.37 -0.30
H 3.90 -0.67 -0.83
H -1.18 -3.30 0.17
H -0.43 -3.14 -1.18
C 0.03 3.29 0.30
C 0.40 2.59 -0.95
C 1.06 3.54 -1.93
O 1.19 2.94 -3.25
C 0.03 2.59 -3.93
N 1.27 1.43 -0.78
H -0.62 4.16 0.20
H 0.92 3.69 0.79
H -0.45 2.65 1.03
H -0.57 2.24 -1.31
H 2.06 3.78 -1.57
H 0.55 4.50 -2.02
H -0.34 1.71 -3.40
H 0.20 2.35 -4.99
H -0.84 3.24 -3.84
H 1.78 1.48 -1.65
H 2.03 1.82 -0.23

# 11
Below is a molecular structure, C29H26AsN2O6PRuS4 in a non-equilibrium geometry, with properties calculated with wB97M-V/def2-TZVPD.

Output
LUMO (spin up / spin down)	0.0878 / 0.0861	Eh
charge	-1
ΔE to the lowest compared entry with this formula, charge and spin	1.142	eV
multiplicity	2
HOMO level (spin up / spin down)	-4.958 / -4.905	eV

Positions of all 70 atoms, in Å:
Ru -0.03 1.04 0.78
S 0.21 0.99 3.24
C 1.83 1.31 2.77
C 2.98 1.25 3.58
C 4.20 1.43 2.98
C 4.29 1.66 1.61
C 3.13 1.69 0.87
N 1.94 1.55 1.46
H 2.87 1.03 4.63
H 5.10 1.37 3.58
H 5.25 1.78 1.11
H 3.13 1.84 -0.20
O -2.02 3.34 -1.52
As -1.30 1.91 -2.24
O -0.94 2.26 -3.78
O 0.01 1.38 -1.31
C -2.70 0.56 -2.21
C -3.10 0.16 -3.48
C -4.11 -0.79 -3.64
C -4.72 -1.35 -2.53
C -4.32 -0.97 -1.26
C -3.32 -0.02 -1.10
S -2.85 0.33 0.59
O -1.66 -0.52 0.85
O -4.00 0.05 1.39
O -2.37 1.72 0.64
H -2.32 3.10 -0.63
H -2.62 0.62 -4.33
H -4.41 -1.08 -4.64
H -5.50 -2.09 -2.65
H -4.78 -1.39 -0.38
C 0.40 7.67 0.93
C 0.26 6.17 0.91
C 0.71 5.41 -0.16
C 0.59 4.04 -0.13
N 0.06 3.39 0.91
C -0.38 4.10 1.95
C -0.29 5.48 1.99
H 0.38 8.07 -0.08
H 1.35 7.95 1.39
H -0.40 8.13 1.51
H 1.13 5.89 -1.04
H 0.92 3.42 -0.96
H -0.80 3.54 2.76
H -0.67 6.01 2.85
S 0.91 -2.69 2.84
P 0.91 -2.59 0.89
S 1.36 -0.80 -0.02
C 2.17 -3.72 0.17
C 2.07 -5.07 0.50
C 2.99 -5.98 0.00
C 4.01 -5.56 -0.83
C 4.12 -4.21 -1.16
C 3.21 -3.30 -0.66
C -0.58 -3.32 0.13
C -0.77 -3.20 -1.24
C -1.84 -3.86 -1.84
C -2.71 -4.62 -1.08
C -2.53 -4.71 0.29
C -1.46 -4.06 0.90
H 1.28 -5.40 1.16
H 2.90 -7.03 0.26
H 4.73 -6.27 -1.23
H 4.92 -3.87 -1.80
H 3.29 -2.25 -0.91
H -0.10 -2.59 -1.83
H -1.99 -3.76 -2.91
H -3.54 -5.13 -1.55
H -3.22 -5.29 0.90
H -1.30 -4.11 1.97

# 12
Below is a molecular structure, C34H28F36N9O20PS10 in a non-equilibrium geometry, with properties calculated with wB97M-V/def2-TZVPD.

Output
LUMO	0.0285	Eh
charge	-2
HOMO level	-6.549	eV

Positions of all 138 atoms, in Å:
C -12.39 -16.44 6.42
N -13.82 -16.92 6.58
C -14.05 -18.01 5.82
C -15.28 -18.52 5.87
C -16.21 -17.90 6.73
C -15.96 -16.76 7.41
C -14.68 -16.25 7.21
C -17.51 -18.59 6.83
C -17.57 -20.02 6.80
C -18.74 -20.68 6.55
N -19.88 -19.96 6.57
C -19.92 -18.61 6.71
C -18.74 -17.92 6.78
C -21.28 -20.57 6.32
H -11.83 -17.17 7.02
H -12.32 -15.43 6.77
H -12.10 -16.41 5.42
H -13.22 -18.42 5.32
H -15.44 -19.52 5.37
H -16.68 -16.23 8.07
H -14.20 -15.46 7.79
H -16.66 -20.69 6.87
H -18.76 -21.75 6.48
H -20.92 -18.16 6.64
H -18.69 -16.81 6.72
H -21.98 -19.92 6.86
H -21.20 -21.65 6.59
H -21.36 -20.43 5.22
C -19.20 -16.00 13.48
N -18.98 -17.27 12.77
C -18.87 -18.45 13.36
C -18.39 -19.60 12.81
C -17.99 -19.61 11.47
C -18.29 -18.43 10.78
C -18.66 -17.26 11.45
C -17.22 -20.73 10.86
C -17.76 -21.49 9.85
C -17.15 -22.61 9.42
N -15.97 -22.93 9.94
C -15.31 -22.14 10.83
C -15.96 -21.06 11.38
C -15.35 -24.11 9.31
H -19.87 -16.24 14.28
H -19.56 -15.25 12.72
H -18.23 -15.67 13.89
H -19.32 -18.50 14.30
H -18.50 -20.50 13.36
H -18.04 -18.43 9.70
H -18.75 -16.30 11.00
H -18.73 -21.16 9.51
H -17.49 -23.19 8.59
H -14.30 -22.48 11.02
H -15.51 -20.33 12.05
H -15.05 -23.97 8.29
H -16.05 -24.98 9.26
H -14.51 -24.47 9.84
P -21.52 -15.65 5.08
F -23.10 -16.05 5.12
F -21.62 -14.94 3.64
F -21.80 -14.21 5.76
F -19.96 -15.35 5.06
F -21.40 -16.37 6.59
F -21.18 -17.06 4.37
C -7.84 -15.37 3.34
F -6.64 -15.74 3.80
F -8.02 -14.03 3.59
F -7.94 -15.46 2.02
S -9.09 -16.29 4.36
O -8.51 -16.16 5.62
O -10.37 -15.67 3.94
N -8.86 -17.78 3.87
S -9.96 -18.61 3.01
O -9.51 -20.00 3.08
O -11.30 -18.34 3.33
C -9.66 -18.18 1.17
F -10.22 -17.00 0.78
F -8.31 -18.19 0.98
F -10.14 -19.17 0.49
C -18.93 -24.88 5.07
F -19.74 -23.90 4.81
F -19.54 -26.04 5.01
F -17.97 -24.78 4.17
S -18.00 -24.79 6.75
O -16.92 -25.73 6.63
O -17.68 -23.38 6.73
N -18.95 -25.07 7.95
S -18.99 -26.53 8.63
O -19.24 -27.61 7.70
O -18.07 -26.76 9.68
C -20.59 -26.27 9.54
F -21.56 -26.08 8.69
F -20.84 -27.31 10.30
F -20.51 -25.15 10.26
C -12.24 -18.93 11.40
F -11.03 -19.11 10.91
F -12.70 -20.00 11.99
F -12.16 -17.92 12.28
S -13.36 -18.60 9.96
O -14.62 -18.31 10.59
O -12.78 -17.54 9.18
N -13.43 -20.03 9.33
S -12.83 -20.50 7.92
O -13.79 -21.26 7.15
O -11.95 -19.64 7.23
C -11.78 -21.89 8.60
F -10.83 -21.48 9.50
F -12.48 -22.89 9.14
F -11.12 -22.43 7.57
C -23.13 -17.81 10.72
F -24.19 -17.63 10.00
F -22.18 -16.84 10.59
F -23.48 -17.95 12.01
S -22.16 -19.33 10.24
O -21.78 -18.91 8.84
O -21.10 -19.50 11.27
N -23.15 -20.53 10.12
S -23.54 -21.50 11.29
O -23.13 -22.83 11.12
O -23.32 -20.91 12.58
C -25.37 -21.59 11.05
F -25.56 -22.10 9.79
F -25.95 -22.32 11.91
F -25.90 -20.36 10.95
C -15.21 -11.05 10.14
F -14.82 -11.88 9.14
F -14.27 -10.92 11.10
F -15.41 -9.91 9.53
S -16.54 -11.87 11.05
O -15.77 -12.87 11.78
O -17.14 -10.83 11.78
N -17.55 -12.54 10.06
S -17.54 -13.92 9.36
O -16.73 -13.97 8.16
O -17.40 -15.03 10.26
C -19.27 -14.21 8.72
F -20.28 -13.84 9.50
F -19.40 -13.59 7.57
F -19.42 -15.55 8.61

Q: What is the charge in the first record?
A: 0